# 1
# C26H34N2O5

One molecule with the formula C26H34N2O5 (ωB97M-V/def2-TZVPD, OMol25).

Structure (XYZ):
```
67
C26H34N2O5 | OMol25 | ωB97M-V/def2-TZVPD
C -6.851 -1.868 -1.664
C -7.311 -2.278 -0.270
C -7.095 -1.164 0.760
C -7.670 -1.545 2.123
N -5.683 -0.861 0.890
C -5.142 0.326 0.547
O -5.792 1.254 0.116
C -3.623 0.387 0.709
C -2.979 0.005 -0.629
C -1.458 0.156 -0.555
N -1.110 1.507 -0.179
C -0.461 2.415 -0.928
O -0.290 3.566 -0.569
C 0.085 1.955 -2.289
O 0.835 0.759 -2.265
C 2.017 0.730 -1.585
C 2.569 1.819 -0.911
C 3.776 1.691 -0.263
C 4.473 0.480 -0.255
C 5.744 0.279 0.402
C 6.301 -0.956 0.400
C 5.666 -2.072 -0.290
O 6.109 -3.196 -0.333
O 4.490 -1.829 -0.935
C 3.893 -0.613 -0.921
C 2.676 -0.502 -1.595
C 2.073 -1.672 -2.310
C 7.593 -1.286 1.085
C 7.970 -0.223 2.108
C 7.860 1.150 1.457
C 6.408 1.439 1.086
C -1.663 1.907 1.101
C -3.185 1.803 1.085
H -7.027 -2.671 -2.375
H -7.392 -0.985 -1.995
H -5.789 -1.632 -1.666
H -6.769 -3.172 0.050
H -8.373 -2.524 -0.296
H -7.561 -0.239 0.404
H -8.741 -1.706 2.046
H -7.490 -0.751 2.842
H -7.208 -2.460 2.488
H -5.093 -1.603 1.233
H -3.300 -0.319 1.483
H -3.374 0.661 -1.407
H -3.225 -1.026 -0.893
H -1.060 -0.523 0.210
H -1.008 -0.107 -1.509
H 0.674 2.784 -2.697
H -0.751 1.757 -2.967
H 2.058 2.768 -0.880
H 4.178 2.546 0.255
H 2.799 -2.473 -2.399
H 1.206 -2.041 -1.763
H 1.738 -1.367 -3.299
H 8.377 -1.372 0.326
H 7.498 -2.271 1.547
H 7.293 -0.276 2.963
H 8.985 -0.397 2.468
H 8.478 1.168 0.557
H 8.225 1.927 2.131
H 5.837 1.676 1.989
H 6.367 2.314 0.434
H -1.248 1.254 1.878
H -1.349 2.934 1.290
H -3.600 2.501 0.357
H -3.579 2.068 2.067
```

The LUMO energy comes out at 0.36 eV. For the electronic energy, the calculation gives -40733.8670 eV. The energy above the lowest of the compared OMol25 structures with the same formula, charge and spin is 9.2 kJ/mol. The SMILES is CC[C@@H](C)NC(=O)C1CCN(C(=O)COc2ccc3c4c(c(=O)oc3c2C)CCCC4)CC1.

Mulliken population analysis, charges in e, atoms 1 to 6: -0.98, -0.58, 0.14, -1.64, -0.08, 0.01

# 2
# C23H24N3O2V

C23H24N3O2V as an isolated structure in a non-equilibrium geometry (ωB97M-V/def2-TZVPD, OMol25).

Structure (XYZ):
```
53
C23H24N3O2V | OMol25 | ωB97M-V/def2-TZVPD
V 0.606 0.260 -0.911
C 0.603 1.233 3.948
C 0.100 0.545 2.633
C -1.412 0.675 2.524
C 0.889 1.014 1.435
C 0.515 2.132 0.654
C 1.363 2.583 -0.381
C 2.545 1.886 -0.702
C 3.448 2.435 -1.748
C 2.863 0.698 -0.002
C 2.026 0.307 1.073
H -0.066 0.855 4.694
H 0.479 2.298 3.922
H 1.666 1.026 4.123
H 0.355 -0.538 2.725
H -1.723 1.722 2.665
H -1.858 0.156 3.389
H -1.790 0.204 1.641
H -0.464 2.625 0.811
H 1.120 3.519 -0.895
H 3.794 1.669 -2.456
H 4.367 2.820 -1.277
H 2.936 3.217 -2.336
H 3.720 0.086 -0.232
H 2.259 -0.601 1.630
O -3.335 -2.330 1.449
C -2.230 -3.076 1.689
C -2.247 -3.946 2.772
C -1.147 -4.691 3.120
C 0.033 -4.726 2.350
C 0.051 -3.878 1.272
C -1.025 -2.987 0.967
C -0.832 -1.954 -0.038
O 0.367 -1.633 -0.354
N -1.865 -1.286 -0.530
N -1.341 -0.364 -1.383
C -1.953 -0.009 -2.448
C -1.221 0.890 -3.338
C -1.813 1.567 -4.419
C -0.998 2.339 -5.226
C 0.363 2.295 -5.000
C 0.868 1.596 -3.863
N 0.077 0.935 -3.000
H -3.147 -1.794 0.640
H -3.160 -4.011 3.362
H -1.306 -5.270 4.012
H 0.852 -5.400 2.667
H 0.959 -3.709 0.664
H -2.947 -0.353 -2.633
H -2.873 1.468 -4.502
H -1.429 2.938 -6.006
H 1.053 2.888 -5.541
H 1.906 1.675 -3.610
```

As for the expectation value of S²: 3.77. As for the spin multiplicity: 4. The LUMO energy (spin up / spin down) comes out at -3.47 / -3.86 eV. For the electronic energy, the calculation gives -58488.7674 eV. The energy above the lowest of the compared OMol25 structures with the same formula, charge and spin is 0.0 kJ/mol. As for the net charge: +1.

Mulliken population analysis, charges in e, atoms 1 to 6: 0.56, -1.60, 0.14, -1.75, 1.02, -0.27

# 3
# C16H24N2O6PPtS5

C16H24N2O6PPtS5 as an isolated structure (ωB97M-V/def2-TZVPD, OMol25).

Structure (XYZ):
```
55
C16H24N2O6PPtS5 | OMol25 | ωB97M-V/def2-TZVPD
Pt -1.874 -0.822 -2.091
C -4.221 3.837 0.302
C -3.696 2.767 1.241
O -2.283 2.677 1.153
P -1.702 1.209 0.551
S -2.069 1.432 -1.465
S -4.066 -0.969 -2.370
O -0.110 1.630 0.655
C 0.571 1.333 1.869
C 0.967 2.613 2.578
H -5.306 3.934 0.403
H -3.982 3.570 -0.727
H -3.760 4.800 0.532
H -4.161 1.804 1.000
H -3.957 3.008 2.278
H 1.453 0.739 1.618
H -0.070 0.723 2.516
H 1.643 3.203 1.957
H 1.486 2.382 3.512
H 0.079 3.209 2.797
C 1.965 -1.859 2.915
C 1.097 -2.425 1.822
C 1.657 -3.210 0.818
C 0.874 -3.722 -0.204
C -0.484 -3.437 -0.241
C -1.059 -2.649 0.745
C -0.269 -2.160 1.774
S -1.455 -3.928 -1.655
O -2.816 -4.046 -1.202
O -0.803 -5.115 -2.177
N -1.339 -2.735 -2.713
C -0.017 -2.603 -3.332
C 0.865 -1.591 -2.598
O 2.094 -1.602 -2.719
O 0.230 -0.740 -1.881
H 2.521 -2.651 3.424
H 1.367 -1.332 3.660
H 2.700 -1.162 2.505
H 2.725 -3.403 0.825
H 1.312 -4.324 -0.989
H -2.112 -2.405 0.679
H -0.719 -1.537 2.538
H -0.154 -2.222 -4.348
H 0.498 -3.561 -3.405
S 4.570 0.496 0.676
C 3.500 1.354 -0.268
N 2.525 0.884 -1.012
C 1.794 1.805 -1.870
C 1.962 3.185 -1.246
S 3.563 3.119 -0.386
H 2.361 -0.119 -1.142
H 0.747 1.512 -1.905
H 2.213 1.761 -2.880
H 1.169 3.371 -0.524
H 1.976 3.973 -1.996
```

As for the expectation value of S²: 0.75. As for the spin multiplicity: 2. The LUMO energy (spin up / spin down) comes out at 4.19 / 4.18 eV. For the electronic energy, the calculation gives -98963.7453 eV. The energy above the lowest of the compared OMol25 structures with the same formula, charge and spin is 0.0 kJ/mol. As for the net charge: -2.

Mulliken population analysis, charges in e, atoms 1 to 6: 0.88, -1.01, -0.45, -0.27, 0.00, -0.58

# 4
# C23H26IrN3O2P2

C23H26IrN3O2P2 as an isolated structure in a non-equilibrium geometry (ωB97M-V/def2-TZVPD, OMol25).

Structure (XYZ):
```
57
C23H26IrN3O2P2 | OMol25 | ωB97M-V/def2-TZVPD
Ir -0.959 0.160 -0.387
O 3.866 -0.231 -1.103
C 4.109 1.037 -1.264
C 5.461 1.464 -1.327
C 5.760 2.801 -1.406
C 4.731 3.754 -1.467
C 3.391 3.354 -1.484
C 3.056 2.012 -1.379
C 1.664 1.552 -1.357
O 1.350 0.390 -0.945
N 0.729 2.390 -1.797
N -0.501 1.985 -1.755
C -1.505 2.533 -2.355
C -2.818 2.000 -2.112
C -3.961 2.543 -2.712
C -5.204 2.015 -2.402
C -5.278 0.950 -1.511
C -4.097 0.444 -0.973
N -2.906 0.953 -1.259
H 2.892 -0.405 -1.062
H 6.225 0.703 -1.302
H 6.791 3.128 -1.408
H 4.974 4.805 -1.498
H 2.610 4.094 -1.551
H -1.381 3.389 -3.016
H -3.861 3.371 -3.399
H -6.102 2.421 -2.847
H -6.225 0.515 -1.230
H -4.127 -0.387 -0.278
C 0.585 1.192 2.779
P -0.663 0.089 2.038
C -2.142 0.299 3.084
C -0.078 -1.618 2.342
C 0.351 -1.939 3.626
C 0.782 -3.222 3.923
C 0.796 -4.192 2.934
C 0.385 -3.879 1.650
C -0.061 -2.596 1.341
P -0.632 -2.271 -0.370
C 0.617 -3.027 -1.456
C -2.128 -3.295 -0.561
H 0.581 1.085 3.864
H 0.352 2.230 2.542
H 1.577 0.954 2.397
H -1.865 0.153 4.129
H -2.912 -0.424 2.821
H -2.543 1.306 2.968
H 0.346 -1.191 4.406
H 1.105 -3.459 4.924
H 1.129 -5.192 3.160
H 0.411 -4.647 0.891
H 0.583 -4.114 -1.371
H 1.611 -2.676 -1.184
H 0.416 -2.765 -2.494
H -1.884 -4.332 -0.324
H -2.490 -3.247 -1.587
H -2.914 -2.963 0.116
```

As for the expectation value of S²: 0.78. As for the spin multiplicity: 2. The LUMO energy (spin up / spin down) comes out at -10.91 / -11.63 eV. For the electronic energy, the calculation gives -54227.7155 eV. The energy above the lowest of the compared OMol25 structures with the same formula, charge and spin is 133.7 kJ/mol. As for the net charge: +3.

Mulliken population analysis, charges in e, atoms 1 to 6: 1.08, -0.45, 0.38, -0.61, -0.46, -0.64

# 5
# C2H2N2O3

One molecule with the formula C2H2N2O3 in a non-equilibrium geometry (ωB97M-V/def2-TZVPD, OMol25).

Structure (XYZ):
```
9
C2H2N2O3 | OMol25 | ωB97M-V/def2-TZVPD
H 0.762 -1.630 1.571
N 1.378 -1.062 1.055
C 0.685 -0.297 0.325
N -0.778 -0.408 0.483
O -1.241 0.072 -0.847
C -0.161 0.987 -1.246
O -0.223 1.848 -2.027
O 0.915 0.651 -0.657
H -1.338 -0.162 1.344
```

The LUMO energy comes out at 0.44 eV. For the electronic energy, the calculation gives -11226.1555 eV. The energy above the lowest of the compared OMol25 structures with the same formula, charge and spin is 255.6 kJ/mol. The SMILES is [H]/N=c1\[nH]oc(=O)o1.

Mulliken population analysis, charges in e, atoms 1 to 6: 0.29, -0.63, 0.56, -0.17, -0.29, 0.68

# 6
# ClH3NOPS

A 2-piece molecular cluster, ClH3NOPS overall in a non-equilibrium geometry (ωB97M-V/def2-TZVPD, OMol25).

Structure (XYZ):
```
8
ClH3NOPS | OMol25 | ωB97M-V/def2-TZVPD
N 0.116 0.739 0.415
O 0.554 -0.564 -1.951
P 0.043 -0.775 -0.430
S -2.028 0.721 2.427
Cl 1.790 -1.473 0.398
H -0.380 1.656 0.297
H -0.038 0.547 1.434
H -0.056 -0.850 -2.590
```

The LUMO energy (spin up / spin down) comes out at -2.93 / -2.99 eV. For the electronic energy, the calculation gives -36230.7809 eV. The energy above the lowest of the compared OMol25 structures with the same formula, charge and spin is 437.7 kJ/mol.

Mulliken population analysis, charges in e, atoms 1 to 6: -0.49, -0.44, 0.36, -0.07, -0.22, 0.30

# 7
# BF4H26O13

A 14-piece molecular cluster, BF4H26O13 overall in a non-equilibrium geometry (ωB97M-V/def2-TZVPD, OMol25).

Structure (XYZ):
```
44
BF4H26O13 | OMol25 | ωB97M-V/def2-TZVPD
B 20.967 -9.327 -2.070
F 21.147 -8.369 -3.082
F 22.074 -10.141 -2.026
F 20.764 -8.719 -0.880
F 19.774 -9.928 -2.388
O 22.167 -3.722 -0.339
H 21.768 -4.429 -0.847
H 21.547 -3.557 0.370
O 23.812 -4.555 -4.435
H 23.519 -3.943 -3.760
H 24.255 -5.253 -3.951
O 23.964 -13.361 0.943
H 23.533 -14.122 0.555
H 23.475 -12.610 0.606
O 21.284 -13.294 -4.565
H 21.404 -12.434 -4.162
H 20.585 -13.163 -5.206
O 16.551 -13.951 -4.152
H 16.958 -14.198 -4.982
H 16.993 -13.140 -3.900
O 26.250 -7.508 -1.369
H 25.653 -8.043 -0.846
H 26.536 -6.816 -0.773
O 22.536 -9.087 -7.590
H 22.397 -8.190 -7.893
H 22.190 -9.095 -6.698
O 16.927 -7.021 -4.439
H 16.264 -7.709 -4.498
H 17.748 -7.491 -4.291
O 21.697 -8.343 3.789
H 21.146 -7.697 4.230
H 21.475 -8.256 2.862
O 18.308 -11.947 2.796
H 18.290 -12.779 2.322
H 17.806 -11.346 2.246
O 16.208 -8.081 1.509
H 16.108 -7.211 1.896
H 17.122 -8.115 1.228
O 27.980 -10.618 -3.381
H 28.754 -10.073 -3.524
H 27.324 -10.016 -3.031
O 18.869 -15.228 -0.161
H 19.678 -15.736 -0.224
H 18.691 -14.948 -1.059
```

The LUMO energy comes out at 2.14 eV. For the electronic energy, the calculation gives -38594.2893 eV. The energy above the lowest of the compared OMol25 structures with the same formula, charge and spin is 263.9 kJ/mol. As for the net charge: -1.

Mulliken population analysis, charges in e, atoms 1 to 6: 0.61, -0.42, -0.40, -0.37, -0.41, -0.64

# 8
# C24H23BClN5O2STl

C24H23BClN5O2STl as an isolated structure (ωB97M-V/def2-TZVPD, OMol25).

Structure (XYZ):
```
58
C24H23BClN5O2STl | OMol25 | ωB97M-V/def2-TZVPD
Tl -0.015 -1.195 1.505
N -1.038 1.305 0.450
S -2.486 1.375 1.048
C -3.281 2.887 0.459
C -4.655 3.074 0.546
C -5.204 4.285 0.158
C -4.383 5.304 -0.313
C -3.014 5.109 -0.391
C -2.453 3.898 -0.001
C -3.573 0.189 0.267
C -3.929 0.307 -1.069
C -4.662 -0.700 -1.667
C -5.032 -1.818 -0.930
C -4.668 -1.933 0.400
C -3.928 -0.927 1.006
H -1.053 1.272 -0.570
H -5.292 2.271 0.896
H -6.275 4.433 0.217
H -4.816 6.248 -0.620
H -2.370 5.899 -0.755
H -1.382 3.733 -0.046
H -3.614 1.171 -1.642
H -4.912 -0.635 -2.717
H -5.583 -2.617 -1.409
H -4.933 -2.818 0.964
H -3.588 -1.025 2.030
N -1.523 -2.248 -1.689
C -0.925 -1.874 -0.763
O 3.247 -0.246 1.414
B 2.117 -0.438 0.548
O 2.599 -0.250 -0.776
C 3.929 0.029 -0.702
C 4.818 0.285 -1.723
C 6.139 0.549 -1.362
C 6.536 0.552 -0.030
C 5.627 0.291 0.996
C 4.324 0.032 0.628
H 4.495 0.275 -2.756
H 6.869 0.756 -2.134
H 7.569 0.761 0.218
H 5.925 0.290 2.036
Cl 5.031 -5.266 1.258
C 3.377 -5.036 0.773
C 2.731 -5.994 0.012
C 1.418 -5.752 -0.355
C 0.811 -4.573 0.056
N 1.442 -3.669 0.799
C 2.702 -3.885 1.149
H 3.251 -6.894 -0.288
H 0.872 -6.461 -0.962
H -0.200 -4.318 -0.241
H 3.196 -3.119 1.738
N 1.583 3.282 0.099
N 1.385 2.871 1.469
H 1.847 2.488 -0.481
H 2.357 3.936 0.088
H 2.087 2.175 1.718
H 0.503 2.363 1.447
```

The LUMO energy comes out at 2.53 eV. For the electronic energy, the calculation gives -65534.4922 eV. The energy above the lowest of the compared OMol25 structures with the same formula, charge and spin is 26.6 kJ/mol. As for the net charge: -1.

Mulliken population analysis, charges in e, atoms 1 to 6: 0.59, -0.34, 0.07, 0.30, -0.40, -0.56